w:
ORCA calculation (wB97M-V/def2-TZVPD) on C4H7FO2 in the gas phase.

Output
Kohn-Sham gap: 0.3421 hartree
total charge: 0
SMILES string: CO/C=C(/F)CO

Bonds (Å) are listed after each position.
Atoms and positions in Å:
1 C -0.422 -1.036 -1.388  H5 1.173, H6 1.126, H7 1.087, O12 1.332
2 C -1.434 -0.066 0.547  C3 1.374, H8 1.191, O12 1.334
3 C -0.352 0.513 1.165  C2 1.374, C4 1.479, F14 1.348
4 C 1.041 0.357 0.693  C3 1.479, H9 1.134, H10 1.151, O13 1.422
5 H 0.139 -0.098 -1.817  C1 1.173
6 H -0.842 -1.624 -2.252  C1 1.126
7 H 0.406 -1.694 -1.142  C1 1.087
8 H -2.562 0.207 0.816  C2 1.191
9 H 1.793 0.508 1.527  C4 1.134
10 H 1.313 -0.675 0.262  C4 1.151
11 H 1.597 2.080 0.216  O13 1.077
12 O -1.446 -0.791 -0.574  C1 1.332, C2 1.334
13 O 1.417 1.204 -0.386  C4 1.422, H11 1.077
14 F -0.647 1.115 2.334  C3 1.348

x:
ORCA calculation (wB97M-V/def2-TZVPD) on C4H7FO2 in the gas phase.

Output
Kohn-Sham gap: 0.3986 hartree
total charge: 0
SMILES string: FC[C@H]1COCO1

Bonds (Å) are listed after each position.
Atoms and positions in Å:
1 C -0.263 1.446 -0.842  C2 1.543, H5 1.115, H6 1.086, F14 1.394
2 C -0.746 0.254 0.011  C1 1.543, C3 1.585, H7 1.124, O13 1.401
3 C -0.247 -1.163 -0.493  C2 1.585, H8 1.116, H9 1.108, O12 1.383
4 C 0.848 -0.655 1.301  H10 1.111, H11 1.107, O12 1.383, O13 1.378
5 H -0.491 2.394 -0.301  C1 1.115
6 H -0.820 1.383 -1.772  C1 1.086
7 H -1.846 0.301 0.236  C2 1.124
8 H -1.137 -1.772 -0.781  C3 1.116
9 H 0.465 -0.958 -1.317  C3 1.108
10 H 1.056 -0.914 2.361  C4 1.111
11 H 1.795 -0.277 0.869  C4 1.107
12 O 0.370 -1.746 0.598  C3 1.383, C4 1.383
13 O -0.085 0.357 1.242  C2 1.401, C4 1.378
14 F 1.101 1.349 -1.113  C1 1.394

Best to worst by energy: x, w.